Molecular formula: C5H5BrCl2
Method: DFT, ωB97M-V with the def2-TZVPD basis set

```
! RIJCOSX wB97M-V def2-TZVPD def2/J DEFGRID3
* xyz 0 1
C -0.32 -2.05 0.70
C -0.31 -0.77 0.95
Br -1.49 0.03 2.28
C 0.15 0.33 -0.08
C -0.73 0.88 -1.05
C 1.39 0.87 0.06
Cl 2.08 2.07 -1.00
Cl 2.59 0.25 1.06
H -0.82 -2.88 1.14
H 0.30 -2.26 -0.16
H -0.38 0.90 -2.11
H -0.65 1.99 -0.72
H -1.82 0.63 -1.08
*
```

The SMILES is C=C(Br)C(C)=C(Cl)Cl. The calculation puts the largest force on an atom at 4.4 eV/A. As for the gap between HOMO and LUMO: 9.7 eV. The energy above the lowest of the compared OMol25 structures with the same formula, charge and spin comes out at 0.0 kcal/mol. The lowest unoccupied orbital energy comes out at 0.60 eV.

Molecular formula: C5H5BrFNO
Method: DFT, ωB97M-V with the def2-TZVPD basis set

```
! RIJCOSX wB97M-V def2-TZVPD def2/J DEFGRID3
* xyz 0 1
O -1.73 -1.71 -0.11
C -0.40 -1.42 0.10
F -0.15 -1.28 1.49
N 0.46 -1.43 -0.80
C 1.79 -1.15 -0.57
C 2.26 -0.10 0.07
Br 4.11 0.27 0.14
H -2.08 -2.14 0.74
H 2.53 -1.79 -0.97
H 1.69 0.51 0.68
C -0.64 1.93 0.21
C -1.33 1.28 -0.52
H 0.15 2.54 0.68
H -1.83 0.81 -1.37
*
```

The SMILES is O/C(F)=N/C=C/Br.C#C. The calculation puts the largest force on an atom at 2.3 eV/A. As for the gap between HOMO and LUMO: 9.5 eV. The energy above the lowest of the compared OMol25 structures with the same formula, charge and spin comes out at 41.0 kcal/mol. The lowest unoccupied orbital energy comes out at 0.50 eV.

Molecular formula: C5H5BrN4S2
Method: DFT, ωB97M-V with the def2-TZVPD basis set

```
! RIJCOSX wB97M-V def2-TZVPD def2/J DEFGRID3
* xyz 0 1
C -1.84 -0.39 -1.00
C -2.57 -0.43 0.33
C 0.27 -0.11 -0.14
C -1.93 -0.04 1.43
C 1.77 -0.07 -0.07
N -0.47 -0.58 -1.12
N -2.34 2.13 -0.19
N -4.09 2.93 1.08
N -3.35 2.55 0.30
S -2.15 1.46 -1.70
S -0.32 0.62 1.34
Br -4.43 -1.10 0.20
H -2.34 -0.94 -1.74
H -2.53 -0.08 2.28
H 1.95 0.90 -0.39
H 2.26 -0.75 -0.87
H 2.14 0.00 0.94
*
```

The calculation puts the largest force on an atom at 4.6 eV/A. As for the gap between HOMO and LUMO: 8.9 eV. The energy above the lowest of the compared OMol25 structures with the same formula, charge and spin comes out at 28.8 kcal/mol. The lowest unoccupied orbital energy comes out at 0.28 eV.

Molecular formula: C5H5Cl15Cr2O8S2
Method: DFT, ωB97M-V with the def2-TZVPD basis set

```
! RIJCOSX wB97M-V def2-TZVPD def2/J DEFGRID3
* xyz 0 9
Cr -0.42 2.19 0.87
Cr -2.89 -0.38 1.62
S -1.40 2.32 3.18
O -2.17 1.06 2.77
O 0.05 1.98 2.91
O -1.64 3.30 2.04
O -1.70 2.80 4.46
S -0.87 -0.34 -0.19
O -1.19 -1.31 0.91
O 0.37 0.43 0.09
O -1.06 -0.86 -1.51
O -1.92 0.75 0.16
C -2.53 -3.80 0.04
Cl -2.16 -4.19 1.72
Cl -3.91 -2.68 -0.02
Cl -2.86 -5.23 -0.90
H -1.68 -3.29 -0.37
C 2.28 -1.79 -2.62
Cl 3.10 -1.51 -1.07
Cl 2.89 -3.26 -3.38
Cl 2.45 -0.41 -3.71
H 1.24 -1.92 -2.41
C 1.33 -1.54 2.81
Cl 2.22 -3.02 3.16
Cl 2.41 -0.17 2.81
Cl 0.02 -1.36 3.96
H 0.90 -1.64 1.83
C -1.61 2.03 -3.22
Cl -3.26 2.60 -3.13
Cl -0.57 2.86 -2.06
Cl -0.95 2.22 -4.84
H -1.61 0.98 -2.95
C 3.46 2.50 -0.58
Cl 1.97 3.05 0.26
Cl 4.80 3.40 0.11
Cl 3.34 2.80 -2.30
H 3.56 1.44 -0.44
*
```

The calculation puts the largest force on an atom at 2.2 eV/A. As for the gap between HOMO and LUMO (alpha / beta): 7.3 / 9.0 eV. The energy above the lowest of the compared OMol25 structures with the same formula, charge and spin comes out at 0.0 kcal/mol. The lowest unoccupied orbital energy (alpha / beta) comes out at -1.90 / -1.62 eV.

Molecular formula: C5H5Cl2InLaNO4
Method: DFT, ωB97M-V with the def2-TZVPD basis set

```
! RIJCOSX wB97M-V def2-TZVPD def2/J DEFGRID3
* xyz 4 1
La 2.64 -1.67 0.47
In -2.10 -0.92 -0.94
Cl 3.27 0.77 0.02
Cl -0.24 -2.82 0.14
C -2.54 -1.39 1.60
C 1.78 -1.38 -1.77
C 2.94 -3.57 -1.02
O -2.04 -1.51 2.62
O 1.32 -1.43 -2.83
O 2.99 -4.41 -1.82
C -1.96 2.16 0.14
C -0.62 1.51 0.30
N 0.36 2.23 0.86
O -0.40 0.28 0.04
H -1.85 3.20 0.46
H -2.76 1.70 0.75
H -2.30 2.18 -0.91
H 1.32 1.88 0.82
H 0.19 3.20 1.07
*
```

The calculation puts the largest force on an atom at 9.4 eV/A. As for the gap between HOMO and LUMO (alpha / beta): 4.3 / 4.2 eV. The energy above the lowest of the compared OMol25 structures with the same formula, charge and spin comes out at 19.8 kcal/mol. The lowest unoccupied orbital energy (alpha / beta) comes out at -20.39 / -20.48 eV.

Molecular formula: C5H5Cl2N
Method: DFT, ωB97M-V with the def2-TZVPD basis set

```
! RIJCOSX wB97M-V def2-TZVPD def2/J DEFGRID3
* xyz 0 1
C 0.96 -0.87 0.98
C -0.31 -0.58 0.27
C -0.40 0.11 -0.88
C 1.82 0.70 1.36
C -1.68 0.23 -1.58
N 1.46 -1.82 1.44
Cl 3.46 0.62 1.52
Cl 1.06 1.32 2.76
H -1.20 -1.06 0.55
H 0.55 0.59 -1.22
H -1.35 0.51 -2.56
H -2.26 0.99 -1.06
H -2.11 -0.74 -1.58
*
```

The calculation puts the largest force on an atom at 4.2 eV/A. As for the gap between HOMO and LUMO (alpha / beta): 7.7 / 8.0 eV. The energy above the lowest of the compared OMol25 structures with the same formula, charge and spin comes out at 115.8 kcal/mol. The lowest unoccupied orbital energy (alpha / beta) comes out at -1.24 / -1.14 eV.

Number 1: E_tot -3687.847767 Ha. Number 2: E_tot -2997.270953 Ha. Number 3: E_tot -3782.792781 Ha. Number 4: E_tot -10583.713337 Ha. Number 5: E_tot -1689.546933 Ha. Number 6: E_tot -1168.484113 Ha.